(1)
DFT (the ωB97M-V functional and the def2-TZVPD basis) results for a 2-piece molecular cluster, C4H7NO overall.

Geometry as XYZ:
```
13
Properties=species:S:1:pos:R:3:forces:R:3:nbo_charge:R:1
O -0.395837 -1.918325 0.395147 -0.2 0.2 0.1 -0.51
N -0.160547 1.091534 -0.919928 -0.1 0.0 -0.2 -0.58
C -0.503498 1.769541 0.334532 -0.1 0.2 0.2 -0.26
C -0.131569 0.344247 0.325309 -0.1 -0.2 0.1 -0.14
C -0.857718 -0.798953 0.700771 0.1 -0.1 -0.1 0.33
C 1.356999 -1.261159 -0.391257 0.3 0.0 -0.1 -0.33
H 1.286648 -2.231784 -0.874408 0.0 0.2 0.1 0.19
H 0.224341 2.507488 0.664574 -0.1 -0.1 0.0 0.20
H 1.521108 -0.437774 -1.081114 -0.1 -0.1 0.1 0.20
H -0.994770 0.904185 -1.474530 0.1 0.0 0.1 0.35
H -1.545309 2.052764 0.501465 0.2 -0.1 0.0 0.19
H 1.968258 -1.251706 0.503931 -0.1 0.0 -0.1 0.20
H -1.768108 -0.770061 1.315506 0.1 0.0 -0.1 0.17
```
Positions in Å, forces in eV/Å.

Output
Energy above the lowest of the compared OMol25 structures with the same formula, charge and spin ... 642.57 kJ/mol
HOMO (spin up / spin down) ... -7.686 / -7.685 eV
Strongest force on any atom ... 0.328 eV/A
Orbital gap (spin up / spin down) ... 7.69 / 7.69 eV
LUMO (spin up / spin down) ... 0.01 / 0.01 eV

(2)
DFT (the ωB97M-V functional and the def2-TZVPD basis) results for an isolated molecule of C4H7NO.

Geometry as XYZ:
```
13
Properties=species:S:1:pos:R:3:forces:R:3:nbo_charge:R:1
O 1.792571 -1.977592 -0.014167 0.3 -0.4 0.4 -0.61
N 0.052691 -0.642087 0.242589 0.9 -0.1 -0.3 -0.42
C 0.212982 0.000100 -1.079347 -0.2 0.0 -0.1 -0.21
C -0.542668 1.194693 -0.492154 -0.3 0.6 -0.2 -0.41
C 0.962182 -1.498738 0.733482 0.2 0.0 -0.5 0.53
C -0.761608 0.419477 0.807991 -0.3 0.1 0.2 -0.21
H -0.307378 -0.572338 -1.848591 -0.1 0.1 0.0 0.20
H 0.897334 -1.723126 1.810564 -0.1 0.0 0.0 0.12
H 1.214368 0.246722 -1.475054 -0.2 -0.5 0.7 0.21
H -1.788176 0.098706 0.967910 -0.1 0.0 0.1 0.19
H -0.382915 0.917509 1.702419 0.1 -0.2 0.0 0.19
H 0.091596 2.060164 -0.341355 0.0 0.2 -0.1 0.21
H -1.440979 1.476511 -1.014286 -0.3 0.2 -0.2 0.21
```
Positions in Å, forces in eV/Å.

Output
Energy above the lowest of the compared OMol25 structures with the same formula, charge and spin ... 145.18 kJ/mol
HOMO ... -9.357 eV
Strongest force on any atom ... 0.926 eV/A
Orbital gap ... 10.30 eV
LUMO ... 0.95 eV

(3)
DFT (the ωB97M-V functional and the def2-TZVPD basis) results for C4H7NO as an isolated structure in a non-equilibrium geometry.

Geometry as XYZ:
```
13
Properties=species:S:1:pos:R:3:forces:R:3:nbo_charge:R:1
O 1.311271 0.031354 -0.029166 0.3 0.7 0.0 -0.52
N 1.022576 -2.024509 -0.993011 -0.2 0.2 0.4 -0.66
C -0.692753 1.330957 -0.499613 -0.1 0.1 0.1 -0.64
C 0.698471 -1.183753 -0.119914 0.1 -0.4 -0.4 0.55
C 0.110228 0.592098 0.551714 -0.2 0.4 0.2 0.10
C -0.380204 -0.832890 0.877480 0.0 -0.1 0.0 -0.50
H -1.410933 -1.104488 0.649056 0.2 0.0 0.0 0.23
H -1.622078 1.672496 -0.037542 0.0 0.1 -0.2 0.22
H -0.101399 -1.122453 1.894082 -0.1 -0.1 -0.2 0.24
H -0.142886 2.198936 -0.878999 -0.1 -0.1 0.1 0.23
H 1.751187 -1.462765 -1.452518 0.3 -0.9 -0.5 0.35
H 0.394806 1.217402 1.396394 -0.2 0.1 0.0 0.19
H -0.938285 0.687615 -1.357963 0.1 0.1 0.3 0.22
```
Positions in Å, forces in eV/Å.

Output
Energy above the lowest of the compared OMol25 structures with the same formula, charge and spin ... 162.73 kJ/mol
HOMO ... -10.004 eV
Strongest force on any atom ... 1.063 eV/A
Orbital gap ... 10.95 eV
LUMO ... 0.95 eV

(4)
DFT (the ωB97M-V functional and the def2-TZVPD basis) results for an isolated molecule of C4H7NO.

Geometry as XYZ:
```
13
Properties=species:S:1:pos:R:3:forces:R:3:nbo_charge:R:1
O 0.292112 -1.073309 2.387558 0.0 0.4 -0.2 -0.56
N -0.415121 0.541866 0.901102 0.1 -0.1 0.3 -0.44
C -0.305926 0.628455 -0.541718 0.1 0.1 -0.2 -0.05
C 0.511873 -0.101366 1.703805 -0.1 -0.2 0.0 0.53
C -1.402017 -0.152320 0.112282 -0.2 -0.1 0.0 -0.24
C 0.818656 -0.085216 -1.251889 0.0 0.0 0.0 -0.64
H 1.487569 0.418739 1.694340 -0.1 -0.1 0.1 0.11
H -1.342373 -1.240180 0.093763 0.1 0.2 0.0 0.21
H 0.912824 -1.115968 -0.894659 0.0 0.1 0.0 0.22
H 0.634190 -0.110373 -2.329278 0.0 0.0 0.1 0.23
H -0.557107 1.612423 -0.934881 0.0 -0.1 0.0 0.20
H 1.775428 0.422444 -1.093432 -0.1 0.0 0.0 0.22
H -2.410107 0.254806 0.153007 0.2 -0.1 0.0 0.21
```
Positions in Å, forces in eV/Å.

Output
Energy above the lowest of the compared OMol25 structures with the same formula, charge and spin ... 162.53 kJ/mol
HOMO ... -9.814 eV
Strongest force on any atom ... 0.434 eV/A
Orbital gap ... 10.78 eV
LUMO ... 0.97 eV

(5)
DFT (the ωB97M-V functional and the def2-TZVPD basis) results for an isolated molecule of C4H7NO.

Geometry as XYZ:
```
13
Properties=species:S:1:pos:R:3:forces:R:3:nbo_charge:R:1
O -0.730428 0.938929 2.713126 0.2 0.0 -0.5 -0.53
N -0.386094 -0.288932 -0.762038 -0.2 0.0 -0.4 -0.40
C -0.144916 0.600248 1.709689 0.0 0.1 0.1 0.40
C -0.810171 -0.103406 0.588268 0.0 -0.3 0.3 -0.18
C 0.369036 0.608196 -1.586416 0.2 0.2 -0.2 -0.41
C 0.112729 -1.269940 0.112691 -0.2 -0.2 0.1 -0.20
H 1.326041 0.967036 -1.176747 -0.1 -0.1 0.0 0.17
H 0.957507 0.655915 1.640241 0.1 0.3 0.0 0.10
H -1.899742 -0.140495 0.683920 0.3 -0.5 0.4 0.22
H -0.282289 1.460628 -1.792440 0.2 0.0 0.0 0.21
H -0.311771 -2.267402 0.107012 -0.1 0.0 -0.3 0.20
H 0.551106 0.099386 -2.537566 0.1 0.1 0.1 0.21
H 1.197441 -1.260098 0.321114 -0.6 0.3 0.4 0.19
```
Positions in Å, forces in eV/Å.

Output
Energy above the lowest of the compared OMol25 structures with the same formula, charge and spin ... 269.67 kJ/mol
HOMO ... -9.183 eV
Strongest force on any atom ... 0.747 eV/A
Orbital gap ... 10.15 eV
LUMO ... 0.96 eV

(6)
DFT (the ωB97M-V functional and the def2-TZVPD basis) results for a 2-piece molecular cluster, C4H7NO overall in a non-equilibrium geometry.

Geometry as XYZ:
```
13
Properties=species:S:1:pos:R:3:forces:R:3:nbo_charge:R:1
O 0.587727 2.267207 0.888195 0.6 -0.6 -0.6 -0.48
N 0.214571 -1.595287 0.183786 -0.4 0.0 0.3 -0.64
C -0.896514 -1.095964 0.547131 0.1 0.0 -0.1 0.15
C 1.284316 1.630818 0.194948 -0.4 0.4 0.4 0.72
C 2.045266 0.899675 -0.582805 -0.1 0.1 0.1 -0.81
C -1.632035 -0.109435 -0.306159 0.0 0.0 -0.1 -0.69
H 2.942175 1.318155 -1.018685 -0.1 0.0 0.1 0.26
H 0.566700 -2.243244 0.889934 0.0 0.0 -0.1 0.34
H -1.822789 0.813939 0.252500 0.0 -0.1 -0.1 0.23
H -1.048572 0.121880 -1.201292 -0.1 0.0 0.1 0.23
H -2.604105 -0.519296 -0.605440 0.1 0.1 0.1 0.23
H 1.740626 -0.131321 -0.742657 0.1 0.2 0.0 0.30
H -1.377360 -1.357131 1.500546 0.1 0.0 -0.1 0.15
```
Positions in Å, forces in eV/Å.

Output
Energy above the lowest of the compared OMol25 structures with the same formula, charge and spin ... 200.94 kJ/mol
HOMO ... -9.040 eV
Strongest force on any atom ... 1.029 eV/A
Orbital gap ... 10.01 eV
LUMO ... 0.97 eV